Entry w
Density functional theory data (ωB97M-V/def2-TZVPD) for a gas-phase ion, C2H7N4O (charge +1).

Computed properties:
- Charge: +1
- Structure (SMILES): [H]/N=C(\N)CON=[NH2+]
- Gap between HOMO and LUMO: 0.2898 Ha

Each line ends with the natural charge from an NBO analysis.
Cartesian coordinates (Å):
H1 -2.770 -0.106 -1.259  0.350
N1 -2.154 -0.693 -0.799  -0.616
C1 -1.374 -0.056 -0.040  0.395
N2 -1.196 1.336 0.091  -0.830
C2 -0.300 -0.917 0.742  -0.122
O1 0.932 -0.859 0.011  -0.258
N3 1.716 0.169 0.186  0.318
N4 2.655 0.121 -0.626  -0.406
H2 -2.098 1.869 -0.001  0.415
H3 -0.754 1.430 1.021  0.375
H4 -0.113 -0.485 1.719  0.212
H5 -0.538 -1.869 0.557  0.247
H6 3.316 0.842 -0.353  0.459
H7 2.677 -0.785 -1.250  0.460



Entry x
Density functional theory data (ωB97M-V/def2-TZVPD) for a gas-phase ion, C2H7N4O (charge +1).

Computed properties:
- Charge: +1
- Structure (SMILES): C[N@@H+]1NN=C(N)O1
- Gap between HOMO and LUMO: 0.3608 Ha

Each line ends with the natural charge from an NBO analysis.
Cartesian coordinates (Å):
C1 -1.456 1.064 -0.428  -0.444
N1 -0.392 0.399 0.401  -0.005
N2 0.976 1.267 0.406  -0.255
N3 2.050 0.473 0.211  -0.306
C2 1.551 -0.571 -0.232  0.650
N4 2.292 -1.533 -0.859  -0.807
O1 0.172 -0.799 -0.185  -0.308
H1 -2.428 0.768 0.003  0.246
H2 -1.308 2.129 -0.146  0.255
H3 -1.523 1.005 -1.507  0.285
H4 -0.641 0.032 1.330  0.438
H5 0.935 1.716 1.333  0.378
H6 3.281 -1.408 -0.821  0.424
H7 2.125 -2.558 -1.106  0.448



The winner here is entry w, beating the second structure by 15.6 kcal/mol.



Entry w
Density functional theory data (ωB97M-V/def2-TZVPD) for 10 unconnected molecules or ions with the total composition C5H31NO11.

Computed properties:
- Charge: 0
- Structure (SMILES): CCNC(CO)CO.O.O.O.O.O.O.O.O.O
- Gap between HOMO and LUMO: 0.3122 Ha

Each line ends with the natural charge from an NBO analysis.
Cartesian coordinates (Å):
C1 -1.957 -3.017 0.369  -0.639
C2 -1.696 -1.765 1.187  -0.227
N1 -0.253 -1.420 1.284  -0.715
C3 0.738 -1.796 0.250  -0.117
C4 1.406 -3.175 0.614  -0.067
O1 1.882 -3.696 -0.643  -0.743
C5 1.909 -0.801 0.481  -0.067
O2 2.824 -0.809 -0.606  -0.796
H1 -2.970 -3.413 0.391  0.223
H2 -1.301 -3.843 0.604  0.214
H3 -1.631 -2.808 -0.646  0.213
H4 -2.169 -0.849 0.760  0.159
H5 -2.101 -1.503 2.190  0.215
H6 0.158 -1.533 2.203  0.395
H7 0.310 -1.694 -0.742  0.216
H8 0.686 -3.890 1.030  0.172
H9 2.234 -3.012 1.284  0.172
H10 2.465 -3.004 -0.992  0.484
H11 1.784 0.273 0.691  0.164
H12 2.465 -1.101 1.384  0.170
H13 2.534 -0.343 -1.453  0.501
O3 0.267 -0.490 -3.214  -0.970
H14 0.160 -1.373 -3.592  0.477
H15 -0.540 -0.105 -3.649  0.515
O4 -0.850 1.454 0.172  -0.986
H16 -0.882 0.475 0.121  0.510
H17 -0.167 1.744 -0.449  0.493
O5 -0.403 4.557 0.283  -0.968
H18 -0.803 4.817 1.106  0.510
H19 0.022 3.714 0.498  0.473
O6 -0.922 1.630 -3.946  -0.985
H20 -0.938 2.102 -3.102  0.512
H21 -1.242 2.190 -4.653  0.486
O7 -0.334 4.021 -2.349  -0.993
H22 -0.744 4.652 -2.957  0.467
H23 -0.455 4.503 -1.498  0.511
O8 -2.240 3.610 1.835  -0.958
H24 -2.128 2.765 1.394  0.481
H25 -2.211 3.427 2.768  0.483
O9 0.862 -1.898 4.057  -0.932
H26 0.698 -1.242 4.735  0.476
H27 0.135 -2.501 4.270  0.473
O10 2.745 0.199 -2.935  -0.963
H28 1.838 0.032 -3.304  0.508
H29 2.872 1.157 -2.958  0.479
O11 -0.799 1.486 2.940  -0.975
H30 -0.269 0.690 2.811  0.472
H31 -0.987 1.584 1.976  0.476



Entry x
Density functional theory data (ωB97M-V/def2-TZVPD) for 11 unconnected molecules or ions with the total composition C5H31NO11.

Computed properties:
- Charge: 0
- Structure (SMILES): CCN(C)C(C)=O.O.O.O.O.O.O.O.O.O.O
- Gap between HOMO and LUMO: 0.3521 Ha

Each line ends with the natural charge from an NBO analysis.
Cartesian coordinates (Å):
C1 -0.183 -0.587 0.255  -0.615
C2 0.214 -1.563 1.327  -0.238
N1 1.231 -0.880 2.135  -0.469
C3 2.585 -1.108 1.738  -0.433
C4 0.974 -0.097 3.230  0.681
C5 -0.411 -0.205 3.893  -0.710
O1 1.778 0.645 3.763  -0.621
H1 -1.244 -0.895 0.092  0.238
H2 -0.269 0.445 0.577  0.178
H3 0.381 -0.561 -0.666  0.198
H4 0.543 -2.584 1.079  0.237
H5 -0.625 -1.956 1.916  0.225
H6 2.922 -2.124 1.534  0.208
H7 3.285 -0.689 2.475  0.249
H8 2.917 -0.613 0.820  0.172
H9 -0.858 0.729 4.214  0.240
H10 -1.078 -0.623 3.138  0.204
H11 -0.313 -0.991 4.648  0.241
O2 -1.164 -3.224 -0.511  -0.998
H12 -1.511 -2.784 -1.302  0.508
H13 -1.154 -4.179 -0.553  0.483
O3 -3.733 2.273 -2.323  -0.951
H14 -3.830 2.151 -1.363  0.499
H15 -3.160 3.051 -2.296  0.479
O4 -0.981 -2.014 -2.929  -1.005
H16 -1.077 -2.276 -3.843  0.487
H17 -1.414 -1.125 -2.938  0.524
O5 0.821 2.299 -2.436  -0.995
H18 1.532 1.776 -2.016  0.499
H19 1.112 2.630 -3.284  0.480
O6 2.462 2.029 0.626  -0.907
H20 1.696 1.833 0.073  0.447
H21 2.590 1.102 0.828  0.460
O7 -0.879 3.202 2.581  -0.979
H22 -0.222 2.515 2.624  0.491
H23 -0.758 3.902 1.941  0.491
O8 -1.928 0.492 -3.210  -1.002
H24 -2.786 0.906 -2.977  0.514
H25 -1.295 1.218 -3.158  0.496
O9 1.513 -2.827 -2.204  -0.977
H26 0.626 -2.540 -2.494  0.493
H27 1.552 -2.544 -1.286  0.461
O10 -2.539 2.001 0.828  -0.977
H28 -2.750 2.262 1.724  0.501
H29 -1.696 1.584 0.734  0.475
O11 2.457 0.323 -2.183  -0.971
H30 3.086 -0.314 -2.536  0.504
H31 1.581 -0.068 -2.280  0.485



The winner here is entry x, beating the second structure by 24.4 kcal/mol.



Entry w
Density functional theory data (ωB97M-V/def2-TZVPD) for 5 unconnected molecules or ions with the total composition H10O5.

Computed properties:
- Charge: 0
- Structure (SMILES): O.O.O.O.O
- Gap between HOMO and LUMO: 0.4131 Ha

Each line ends with the natural charge from an NBO analysis.
Cartesian coordinates (Å):
O1 0.703 -0.076 -0.687  -0.928
H1 0.906 0.155 0.248  0.467
H2 1.476 -0.398 -1.057  0.461
O2 -2.655 -1.723 1.314  -0.932
H3 -2.526 -2.647 1.592  0.469
H4 -2.016 -1.172 1.711  0.463
O3 0.474 4.098 0.179  -0.934
H5 0.609 5.030 -0.010  0.471
H6 0.208 4.021 1.057  0.464
O4 5.478 -1.919 -0.151  -0.929
H7 4.692 -2.257 -0.554  0.464
H8 5.218 -1.049 0.162  0.465
O5 -3.994 -0.961 -1.148  -0.920
H9 -4.859 -1.031 -1.321  0.454
H10 -3.715 -0.071 -1.334  0.466



Entry x
Density functional theory data (ωB97M-V/def2-TZVPD) for 5 unconnected molecules or ions with the total composition H10O5.

Computed properties:
- Charge: 0
- Structure (SMILES): O.O.O.O.O
- Gap between HOMO and LUMO: 0.3704 Ha

Each line ends with the natural charge from an NBO analysis.
Cartesian coordinates (Å):
O1 -11.007 -24.419 -19.902  -0.928
H1 -10.841 -24.997 -19.175  0.471
H2 -10.392 -23.684 -19.689  0.453
O2 -8.881 -27.914 -15.856  -0.938
H3 -8.354 -28.030 -16.635  0.472
H4 -8.638 -27.047 -15.579  0.475
O3 -9.519 -25.165 -17.546  -0.975
H5 -9.651 -24.287 -17.158  0.490
H6 -9.008 -25.118 -18.384  0.490
O4 -13.700 -26.378 -14.626  -0.975
H7 -12.981 -26.898 -15.174  0.497
H8 -13.857 -25.672 -15.265  0.449
O5 -11.661 -27.291 -16.313  -0.961
H9 -11.331 -26.445 -16.594  0.477
H10 -10.885 -27.815 -16.177  0.503



The winner here is entry x, beating the second structure by 19.1 kcal/mol.



Entry w
Density functional theory data (ωB97M-V/def2-TZVPD) for 5 unconnected molecules or ions with the total composition H10O5.

Computed properties:
- Charge: 0
- Structure (SMILES): O.O.O.O.O
- Gap between HOMO and LUMO: 0.3805 Ha

Each line ends with the natural charge from an NBO analysis.
Cartesian coordinates (Å):
O1 -2.205 0.257 -1.293  -0.934
H1 -2.711 1.119 -1.654  0.469
H2 -1.607 0.678 -0.651  0.466
O2 0.669 1.741 0.480  -0.967
H3 1.077 2.373 1.138  0.494
H4 0.866 0.864 0.819  0.477
O3 0.318 -0.873 4.814  -0.932
H5 -0.011 -1.733 4.970  0.465
H6 0.397 -0.527 5.722  0.467
O4 0.596 -2.237 -2.823  -0.990
H7 0.671 -1.321 -2.353  0.502
H8 -0.278 -2.511 -2.993  0.466
O5 0.959 0.437 -2.321  -0.938
H9 0.571 1.253 -2.590  0.480
H10 0.688 0.481 -1.264  0.475



Entry x
Density functional theory data (ωB97M-V/def2-TZVPD) for 5 unconnected molecules or ions with the total composition H10O5.

Computed properties:
- Charge: 0
- Structure (SMILES): O.O.O.O.O
- Gap between HOMO and LUMO: 0.4062 Ha

Each line ends with the natural charge from an NBO analysis.
Cartesian coordinates (Å):
O1 0.920 -2.669 -1.023  -0.953
H1 1.026 -1.832 -0.587  0.479
H2 1.165 -2.448 -1.924  0.468
O2 -0.101 2.554 1.005  -0.929
H3 0.525 3.226 0.644  0.476
H4 -0.567 2.317 0.223  0.461
O3 0.159 0.528 -2.017  -0.936
H5 0.082 0.294 -1.122  0.472
H6 -0.061 1.458 -1.992  0.448
O4 0.843 -0.204 0.542  -0.978
H7 0.339 -0.539 1.227  0.488
H8 0.948 0.721 0.754  0.499
O5 -1.807 -0.941 1.747  -0.935
H9 -1.628 -1.829 1.692  0.469
H10 -1.838 -0.633 0.831  0.471



The winner here is entry x, beating the second structure by 20.3 kcal/mol.



Entry w
Density functional theory data (ωB97M-V/def2-TZVPD) for 5 unconnected molecules or ions with the total composition H10O5.

Computed properties:
- Charge: 0
- Structure (SMILES): O.O.O.O.O
- Gap between HOMO and LUMO: 0.4279 Ha

Each line ends with the natural charge from an NBO analysis.
Cartesian coordinates (Å):
O1 1.997 3.074 3.972  -0.931
H1 1.104 3.065 3.627  0.466
H2 1.889 2.986 4.919  0.466
O2 -0.021 0.020 -0.439  -0.943
H3 -0.758 0.258 0.124  0.470
H4 -0.414 -0.494 -1.144  0.473
O3 3.996 -0.489 -3.160  -0.937
H5 3.905 0.416 -3.458  0.467
H6 3.180 -0.671 -2.694  0.470
O4 -2.736 -0.760 2.940  -0.937
H7 -2.928 0.102 3.311  0.467
H8 -2.122 -1.156 3.558  0.470
O5 -2.121 -1.813 -3.818  -0.939
H9 -3.025 -1.878 -3.512  0.469
H10 -1.943 -2.661 -4.225  0.470



Entry x
Density functional theory data (ωB97M-V/def2-TZVPD) for 5 unconnected molecules or ions with the total composition H10O5.

Computed properties:
- Charge: 0
- Structure (SMILES): O.O.O.O.O
- Gap between HOMO and LUMO: 0.4192 Ha

Each line ends with the natural charge from an NBO analysis.
Cartesian coordinates (Å):
O1 -0.223 -0.315 0.533  -1.008
H1 -1.123 -0.215 0.151  0.495
H2 -0.112 0.395 1.142  0.490
O2 0.598 2.996 1.243  -0.954
H3 1.451 2.679 1.633  0.477
H4 0.483 3.925 1.490  0.478
O3 -2.683 0.106 -0.529  -0.926
H5 -2.860 -0.795 -0.870  0.486
H6 -2.182 0.499 -1.236  0.481
O4 -0.002 -3.168 -0.380  -0.955
H7 0.956 -3.320 -0.236  0.466
H8 -0.171 -2.332 0.048  0.483
O5 1.898 0.072 -1.304  -0.949
H9 1.281 -0.150 -0.652  0.481
H10 2.683 -0.382 -1.031  0.455



Entry y
Density functional theory data (ωB97M-V/def2-TZVPD) for 5 unconnected molecules or ions with the total composition H10O5.

Computed properties:
- Charge: 0
- Structure (SMILES): O.O.O.O.O
- Gap between HOMO and LUMO: 0.3948 Ha

Each line ends with the natural charge from an NBO analysis.
Cartesian coordinates (Å):
O1 -0.132 -2.273 -2.270  -0.942
H1 -0.222 -1.317 -2.236  0.468
H2 -0.108 -2.537 -1.344  0.475
O2 -1.123 1.911 0.143  -0.944
H3 -1.545 2.141 -0.696  0.485
H4 -1.853 1.773 0.762  0.478
O3 3.269 0.897 1.557  -0.946
H5 3.364 0.502 2.431  0.475
H6 3.845 0.374 0.985  0.479
O4 0.929 -0.064 -0.146  -0.989
H7 1.497 0.274 0.560  0.488
H8 0.112 0.465 -0.076  0.479
O5 -2.691 -1.012 -0.144  -0.931
H9 -3.119 -0.959 0.718  0.465
H10 -2.222 -0.174 -0.245  0.461



Entry z
Density functional theory data (ωB97M-V/def2-TZVPD) for a molecular structure, H10O5.

Computed properties:
- Charge: 0
- Gap between HOMO and LUMO: 0.3311 Ha

Each line ends with the natural charge from an NBO analysis.
Cartesian coordinates (Å):
O1 0.625 -0.659 -2.284  -0.952
H1 1.579 -0.596 -2.328  0.451
H2 0.379 -0.078 -1.563  0.445
O2 -1.023 2.665 0.924  -0.934
H3 -0.675 2.552 1.808  0.468
H4 -0.951 1.798 0.525  0.464
O3 -1.258 -2.482 1.273  -1.002
H5 -1.153 -1.537 1.166  0.449
H6 -1.116 -2.840 0.397  0.443
O4 -0.472 -0.628 0.769  -0.875
H7 0.391 -0.498 1.163  0.481
H8 -0.417 -0.189 -0.080  0.492
O5 1.052 0.595 -0.601  -0.947
H9 1.809 0.540 -0.017  0.506
H10 1.230 1.357 -1.153  0.510



The winner here is entry x, beating the second structure by 2.3 kcal/mol.



Entry w
Density functional theory data (ωB97M-V/def2-TZVPD) for 5 unconnected molecules or ions with the total composition H10O5.

Computed properties:
- Charge: 0
- Structure (SMILES): O.O.O.O.O
- Gap between HOMO and LUMO: 0.4455 Ha

Each line ends with the natural charge from an NBO analysis.
Cartesian coordinates (Å):
O1 1.496 1.700 -0.519  -0.958
H1 1.702 0.806 -0.315  0.488
H2 1.305 1.611 -1.446  0.469
O2 2.476 -0.958 -0.021  -0.993
H3 1.623 -1.318 -0.229  0.502
H4 2.915 -1.372 0.738  0.489
O3 -0.258 -1.381 -0.015  -1.020
H5 -0.499 -1.955 0.772  0.496
H6 -0.237 -0.389 0.208  0.509
O4 -0.875 1.151 0.932  -0.951
H7 -1.429 1.093 0.159  0.456
H8 -0.162 1.752 0.672  0.513
O5 -3.002 -0.266 -0.575  -0.928
H9 -2.804 0.404 0.082  0.445
H10 -2.252 -0.879 -0.442  0.484



Entry x
Density functional theory data (ωB97M-V/def2-TZVPD) for 5 unconnected molecules or ions with the total composition H10O5.

Computed properties:
- Charge: 0
- Structure (SMILES): O.O.O.O.O
- Gap between HOMO and LUMO: 0.4132 Ha

Each line ends with the natural charge from an NBO analysis.
Cartesian coordinates (Å):
O1 -2.020 -0.981 -2.636  -0.982
H1 -1.575 -1.154 -3.458  0.478
H2 -1.628 -1.361 -1.853  0.501
O2 -0.309 -2.489 -0.437  -0.993
H3 -0.229 -3.140 0.272  0.466
H4 0.364 -1.818 -0.179  0.500
O3 1.199 -0.368 0.296  -0.968
H5 1.021 0.458 -0.203  0.507
H6 1.028 -0.082 1.197  0.477
O4 1.629 1.850 2.962  -0.991
H7 1.562 1.648 3.900  0.498
H8 0.894 2.044 2.379  0.494
O5 -0.294 1.658 -0.738  -0.968
H9 -0.554 2.529 -1.067  0.491
H10 -1.087 1.206 -0.435  0.491



The winner here is entry w, beating the second structure by 2.7 kcal/mol.